C16H23BrN2O3S2 as an isolated structure in a non-equilibrium geometry, computed with ωB97M-V with the def2-TZVPD basis set.

Geometry as XYZ:
```
47
C16H23BrN2O3S2 (ωB97M-V with the def2-TZVPD basis set)
O -3.816 0.237 -1.509
C -2.612 -0.097 -1.799
N -1.903 -0.842 -0.907
H -0.813 -0.924 -1.103
C -2.066 -1.319 0.404
C -2.074 -2.685 0.519
C -2.591 -3.111 1.855
C -1.825 -2.806 3.044
C -1.986 -1.258 3.035
C -1.490 -0.630 1.583
H -1.806 0.397 1.723
H -0.466 -0.965 1.667
H -1.263 -0.749 3.717
H -3.174 -0.931 3.095
H -2.175 -3.186 3.968
H -0.838 -2.819 2.970
H -2.405 -4.312 1.762
H -3.685 -3.016 1.943
H -2.776 -3.359 -0.371
H -1.169 -2.953 0.400
H -3.284 -1.054 0.579
C -2.037 0.515 -2.829
C -0.554 0.773 -2.767
N 0.287 -0.248 -2.509
S 1.966 -0.265 -2.053
O 2.318 1.240 -2.770
O 2.967 -1.047 -2.439
C 1.721 0.099 -0.360
C 2.309 -0.530 0.596
C 2.119 -0.141 1.815
C 1.456 0.917 1.931
S 1.269 1.541 0.352
Br 0.986 1.963 3.403
H 2.549 -0.705 2.731
H 2.848 -1.549 0.286
C 0.112 -1.444 -3.606
C -1.052 -2.030 -3.741
C -2.216 -0.483 -4.046
H -1.867 -0.275 -4.967
H -3.231 -0.980 -3.900
H -1.225 -2.453 -4.676
H -1.568 -2.162 -2.694
H 0.664 -0.855 -4.512
H 1.114 -2.079 -3.388
H -0.086 1.232 -3.585
H -0.273 1.436 -2.130
H -2.406 1.340 -3.399
```

HOMO level in eV: -9.09
E_LUMO in Eh: -0.0139
Largest force on an atom in eV/Å: 19.41

***

C3H3LiO4 as an isolated structure in a non-equilibrium geometry, computed with ωB97M-V with the def2-TZVPD basis set.

Geometry as XYZ:
```
11
C3H3LiO4 (ωB97M-V with the def2-TZVPD basis set)
C 0.657 -1.373 -0.191
C 1.034 -0.017 0.333
O -0.024 0.756 0.865
O -0.476 -1.795 -0.243
H 1.519 -2.025 -0.433
H 1.767 -0.133 1.144
Li -2.141 -0.924 -0.671
O -1.431 2.557 0.520
O -1.498 0.938 -0.892
C -0.951 1.492 0.050
H 1.544 0.524 -0.484
```

2S+1: 2
HOMO level (alpha / beta) in eV: -15.61 / -15.62
Net charge: +1
E_LUMO (alpha / beta) in Eh: -0.1486 / -0.3061
Largest force on an atom in eV/Å: 4.30
<S²>: 0.76

***

C12H18F12NaO9P2 as an isolated structure in a non-equilibrium geometry, computed with ωB97M-V with the def2-TZVPD basis set.

Geometry as XYZ:
```
54
C12H18F12NaO9P2 (ωB97M-V with the def2-TZVPD basis set)
Na -0.903 1.137 0.842
P -0.380 1.450 -2.796
F -1.314 0.598 -3.896
F -1.447 1.024 -1.664
F 0.689 0.260 -2.531
F 0.311 2.339 -1.617
F 0.594 1.923 -3.946
F -1.347 2.756 -3.066
P -2.742 4.597 0.770
F -1.614 3.809 -0.141
F -3.041 3.350 1.727
F -1.503 5.034 1.828
F -3.541 5.607 1.824
F -2.489 5.901 -0.291
F -4.045 4.248 -0.132
C -3.514 -2.662 -1.284
C -4.600 -1.960 -0.388
C -4.743 -2.491 1.039
O -4.188 -1.546 1.873
C -3.751 -0.479 1.111
O -3.159 0.398 1.703
O -4.000 -0.590 -0.190
H -2.759 -3.165 -0.680
H -3.003 -2.033 -2.012
H -4.017 -3.488 -1.787
H -5.554 -1.837 -0.902
H -4.079 -3.350 1.137
H -5.765 -2.755 1.313
C 2.819 -2.920 -0.401
C 1.295 -2.855 -0.618
C 0.399 -3.944 0.026
O -0.437 -3.267 0.925
C -0.030 -2.013 1.039
O -0.472 -1.247 1.867
O 0.876 -1.679 0.097
H 3.067 -3.858 -0.897
H 3.069 -3.144 0.636
H 3.333 -1.999 -0.679
H 0.891 -2.874 -1.630
H 0.983 -4.825 0.292
H -0.247 -4.348 -0.753
C 5.562 2.882 0.955
C 4.980 1.562 0.346
C 4.844 0.444 1.414
O 3.535 0.517 1.625
C 2.824 1.251 0.706
O 1.605 1.497 0.805
O 3.721 1.895 -0.106
H 4.978 3.202 1.817
H 5.742 3.722 0.284
H 6.518 2.676 1.437
H 5.611 1.064 -0.390
H 5.396 0.751 2.302
H 5.040 -0.565 1.054
```

HOMO level in eV: -7.52
Net charge: -1
E_LUMO in Eh: 0.0586
Largest force on an atom in eV/Å: 5.57

***

A 2-piece molecular cluster, C3H11NO3 overall in a non-equilibrium geometry, computed with ωB97M-V with the def2-TZVPD basis set.

Geometry as XYZ:
```
18
C3H11NO3 (ωB97M-V with the def2-TZVPD basis set)
O 1.867 -0.723 -0.969
C 0.745 -1.360 -0.201
C 0.738 -1.118 1.314
N 0.589 0.417 1.483
C 0.240 1.500 0.541
O -0.647 2.543 0.972
H 2.448 -0.302 -0.334
H 0.651 -2.466 -0.555
H -0.230 -1.043 -0.629
H 1.715 -1.364 1.693
H -0.182 -1.467 1.751
H 0.894 0.634 2.441
H -0.288 0.994 -0.271
H 1.158 1.984 0.323
H -1.104 2.234 1.771
O -3.134 -0.113 -2.748
H -2.146 -0.285 -2.871
H -3.315 -0.066 -3.709
```

HOMO level in eV: -8.74
E_LUMO in Eh: 0.0251
Largest force on an atom in eV/Å: 4.48

***

One molecule with the formula C9H14O2 in a non-equilibrium geometry, computed with ωB97M-V with the def2-TZVPD basis set.

Geometry as XYZ:
```
25
C9H14O2 (ωB97M-V with the def2-TZVPD basis set)
C -2.761 -0.649 0.897
C -1.490 -0.655 0.465
C -0.255 -0.115 1.069
C 0.607 -0.001 -0.128
C 2.086 -0.156 0.029
C 2.386 -1.690 0.178
C 0.455 1.369 -0.743
C -0.987 2.121 -0.629
O 0.178 -0.936 -1.097
C -1.158 -1.337 -0.781
O -1.843 -2.040 -1.366
H -3.130 0.006 1.641
H -3.534 -1.188 0.530
H 0.127 -0.822 1.832
H -0.339 0.880 1.629
H 2.302 0.552 0.829
H 2.685 0.410 -0.765
H 2.381 -1.789 1.247
H 3.386 -1.961 -0.319
H 1.584 -2.327 -0.092
H 1.146 2.204 -0.657
H 0.299 1.160 -1.823
H -1.442 2.186 0.388
H -0.920 3.226 -0.980
H -1.763 1.551 -1.354
```

HOMO level in eV: -9.89
E_LUMO in Eh: 0.0143
Largest force on an atom in eV/Å: 5.36

***

One molecule with the formula C6H13NO2 in a non-equilibrium geometry, computed with ωB97M-V with the def2-TZVPD basis set.

Geometry as XYZ:
```
22
C6H13NO2 (ωB97M-V with the def2-TZVPD basis set)
C -0.598 -2.476 0.338
C -0.468 -1.165 0.635
C -0.778 -0.733 2.049
C -0.082 -0.089 -0.399
C 1.020 -0.593 -1.354
O -1.258 0.182 -1.143
N 0.373 1.147 0.232
C 0.412 2.280 -0.664
O 1.132 3.291 0.007
H -0.895 -3.201 1.092
H -0.439 -2.876 -0.657
H -1.588 0.004 2.059
H 0.109 -0.302 2.525
H -1.101 -1.570 2.678
H 1.974 -0.723 -0.829
H 0.762 -1.544 -1.828
H 1.179 0.089 -2.196
H -1.603 -0.678 -1.435
H -0.326 1.406 0.923
H 0.928 2.090 -1.606
H -0.589 2.666 -0.885
H 1.836 2.794 0.458
```

HOMO level in eV: -9.69
E_LUMO in Eh: 0.0284
Largest force on an atom in eV/Å: 1.34

***

- The lowest largest force on an atom belongs to which entry?
  C6H13NO2

***

- largest force on an atom of number 1 (C16H23BrN2O3S2)?
  19.41 eV/Å